Arrangement w

A 7-piece molecular cluster, H14O7 overall, computed with wB97M-V/def2-TZVPD.

Structure (XYZ):
```
21
Properties=species:S:1:pos:R:3:mulliken_charge:R:1
H -2.045 0.330 -0.945 0.442
H -0.776 -0.167 -1.630 0.357
H 1.683 1.375 2.137 0.288
H 0.835 1.365 0.896 0.487
H 2.281 0.011 0.191 0.421
H 2.994 -0.147 -1.322 0.339
H -3.614 -0.877 0.662 0.311
H -2.204 -0.588 1.111 0.404
H -0.596 1.975 -0.808 0.392
H 0.471 2.964 -0.846 0.301
H 1.293 -1.538 -0.835 0.451
H 0.332 -2.795 -1.159 0.316
H -0.227 -1.592 0.715 0.474
H 0.144 -0.437 1.634 0.391
O -1.376 0.592 -1.671 -0.792
O 1.400 0.801 1.436 -0.792
O 2.592 -0.599 -0.501 -0.752
O -2.956 -0.182 0.543 -0.720
O 0.020 2.445 -0.204 -0.699
O 0.312 -1.800 -0.920 -0.784
O -0.564 -1.137 1.517 -0.836
```

## Properties
SMILES = O.O.O.O.O.O.O
HOMO = -10.766 eV
LUMO energy = 0.366 eV
HOMO-LUMO gap = 11.13 eV

=====

Arrangement x

A 7-piece molecular cluster, H14O7 overall, computed with wB97M-V/def2-TZVPD.

Structure (XYZ):
```
21
Properties=species:S:1:pos:R:3:mulliken_charge:R:1
O 1.468 26.438 -17.825 -0.663
H 2.408 26.263 -17.645 0.389
H 1.112 26.709 -16.962 0.309
O 9.489 26.636 -17.229 -0.656
H 10.201 26.008 -17.271 0.299
H 8.842 26.408 -17.974 0.398
O 3.766 23.466 -18.650 -0.640
H 4.435 23.722 -18.017 0.276
H 3.098 22.959 -18.126 0.332
O 5.063 26.579 -18.408 -0.671
H 4.740 26.172 -19.212 0.261
H 6.016 26.345 -18.351 0.442
O 4.019 25.380 -20.818 -0.676
H 3.716 24.785 -20.154 0.396
H 4.917 25.080 -21.004 0.322
O 7.593 25.296 -18.774 -0.766
H 7.543 24.683 -18.028 0.361
H 7.070 24.729 -19.382 0.302
O 4.102 26.077 -15.983 -0.638
H 4.636 26.280 -16.770 0.365
H 4.146 25.140 -15.980 0.257
```

## Properties
SMILES = O.O.O.O.O.O.O
HOMO = -10.909 eV
LUMO energy = -0.654 eV
HOMO-LUMO gap = 10.26 eV

=====

Arrangement y

A 7-piece molecular cluster, H14O7 overall, computed with wB97M-V/def2-TZVPD.

Structure (XYZ):
```
21
Properties=species:S:1:pos:R:3:mulliken_charge:R:1
H -0.709 -2.008 -0.292 0.421
H -0.103 -3.468 -0.301 0.327
H -3.018 -0.283 1.807 0.342
H -2.566 0.788 0.696 0.429
H -1.545 -0.202 -1.119 0.436
H -2.757 -0.955 -0.529 0.380
H 1.193 3.271 0.736 0.312
H 1.655 1.985 -0.006 0.451
H 3.454 0.924 -0.701 0.315
H 2.698 -0.077 0.166 0.443
H -0.533 1.986 -0.288 0.412
H -1.907 2.112 -1.079 0.302
H 1.529 -2.018 0.189 0.439
H 2.953 -2.108 0.908 0.323
O 0.007 -2.580 0.119 -0.736
O -3.364 0.242 1.013 -0.738
O -1.950 -1.089 -1.092 -0.791
O 0.960 2.729 -0.049 -0.758
O 2.923 0.893 0.097 -0.764
O -1.410 1.560 -0.435 -0.779
O 2.490 -1.702 0.162 -0.766
```

## Properties
SMILES = O.O.O.O.O.O.O
HOMO = -11.116 eV
LUMO energy = 0.648 eV
HOMO-LUMO gap = 11.76 eV

=====

Arrangement z

A 7-piece molecular cluster, H14O7 overall, computed with wB97M-V/def2-TZVPD.

Structure (XYZ):
```
21
Properties=species:S:1:pos:R:3:mulliken_charge:R:1
O -0.743 2.029 -2.315 -0.661
H -0.604 2.243 -3.300 0.313
H -1.610 2.402 -2.142 0.300
O 1.979 -0.846 1.378 -0.682
H 1.580 0.028 1.248 0.386
H 1.363 -1.471 1.001 0.349
O 1.965 2.293 -1.813 -0.618
H 1.007 2.435 -1.960 0.377
H 2.222 1.784 -2.562 0.286
O 0.544 -1.233 -1.374 -0.591
H 0.359 -0.336 -1.131 0.306
H -0.357 -1.610 -1.274 0.302
O 0.112 0.963 0.552 -0.551
H -0.401 0.619 1.269 0.321
H -0.455 1.596 0.153 0.188
O -0.175 -2.900 1.212 -0.619
H -0.593 -2.134 1.673 0.372
H -0.127 -3.585 1.855 0.297
O -1.648 -0.619 2.421 -0.692
H -1.984 -1.125 3.192 0.298
H -2.432 -0.540 1.927 0.319
```

## Properties
SMILES = O.O.O.O.O.O.O
HOMO = -9.706 eV
LUMO energy = -0.236 eV
HOMO-LUMO gap = 9.47 eV

=====

Tell me which of them is the most stable. Sure, it is arrangement y.

=====

Arrangement w

A 7-piece molecular cluster, H14O7 overall, computed with wB97M-V/def2-TZVPD.

Structure (XYZ):
```
21
Properties=species:S:1:pos:R:3:mulliken_charge:R:1
O 9.004 3.128 3.112 -0.664
H 9.344 3.989 3.405 0.320
H 9.655 2.451 3.302 0.302
O 6.231 3.661 3.797 -0.680
H 6.316 3.994 2.869 0.307
H 7.172 3.491 3.979 0.404
O 3.692 5.857 5.523 -0.741
H 4.085 4.964 5.651 0.410
H 3.289 5.841 4.662 0.281
O 8.045 4.767 5.866 -0.645
H 8.857 5.154 5.509 0.348
H 7.407 5.284 5.353 0.331
O 6.271 6.683 4.010 -0.687
H 5.537 6.808 4.639 0.354
H 5.950 5.899 3.521 0.267
O 9.104 6.484 3.920 -0.669
H 8.127 6.633 3.831 0.376
H 9.427 7.304 4.310 0.318
O 4.734 3.708 6.117 -0.691
H 4.278 3.053 5.575 0.361
H 5.460 3.970 5.542 0.396
```

## Properties
SMILES = O.O.O.O.O.O.O
HOMO = -11.099 eV
LUMO energy = 0.248 eV
HOMO-LUMO gap = 11.35 eV

=====

Arrangement x

A 7-piece molecular cluster, H14O7 overall, computed with wB97M-V/def2-TZVPD.

Structure (XYZ):
```
21
Properties=species:S:1:pos:R:3:mulliken_charge:R:1
O 15.348 37.955 21.263 -0.645
H 15.126 37.946 22.159 0.311
H 14.869 37.154 21.018 0.335
O 13.474 37.246 17.533 -0.698
H 12.463 37.640 17.673 0.362
H 14.148 37.884 17.622 0.308
O 13.365 33.793 22.238 -0.616
H 12.809 33.315 21.786 0.272
H 14.291 33.590 22.124 0.308
O 15.826 34.550 20.106 -0.536
H 15.851 35.339 19.690 0.267
H 16.659 34.121 19.908 0.276
O 10.918 34.391 18.220 -0.622
H 11.468 34.892 17.584 0.319
H 10.040 34.329 17.814 0.308
O 13.392 36.197 20.295 -0.716
H 13.699 35.451 20.689 0.359
H 13.246 36.230 19.280 0.296
O 11.678 37.573 21.781 -0.575
H 12.309 37.138 21.292 0.467
H 11.096 37.811 21.209 0.218
```

## Properties
SMILES = O.O.O.O.O.O.O
HOMO = -10.572 eV
LUMO energy = 0.005 eV
HOMO-LUMO gap = 10.58 eV

=====

Arrangement y

A 7-piece molecular cluster, H14O7 overall, computed with wB97M-V/def2-TZVPD.

Structure (XYZ):
```
21
Properties=species:S:1:pos:R:3:mulliken_charge:R:1
O 25.757 33.006 -25.163 -0.750
H 25.435 32.766 -24.285 0.296
H 26.072 32.183 -25.568 0.370
O 26.365 33.846 -27.827 -0.657
H 26.140 33.785 -26.887 0.412
H 25.818 34.565 -28.158 0.333
O 25.915 35.827 -24.523 -0.624
H 26.038 34.867 -24.560 0.366
H 26.801 36.188 -24.426 0.332
O 25.345 30.947 -21.271 -0.640
H 24.991 31.799 -21.590 0.402
H 24.699 30.619 -20.640 0.320
O 24.568 33.314 -22.520 -0.797
H 23.695 33.689 -22.685 0.329
H 25.085 34.042 -22.151 0.333
O 24.086 31.790 -28.609 -0.645
H 24.929 32.003 -28.183 0.334
H 24.337 31.431 -29.466 0.307
O 26.009 30.443 -26.346 -0.618
H 26.577 29.742 -26.010 0.277
H 25.226 29.995 -26.688 0.321
```

## Properties
SMILES = O.O.O.O.O.O.O
HOMO = -10.909 eV
LUMO energy = 0.417 eV
HOMO-LUMO gap = 11.33 eV

=====

Arrangement z

A 7-piece molecular cluster, H14O7 overall, computed with wB97M-V/def2-TZVPD.

Structure (XYZ):
```
21
Properties=species:S:1:pos:R:3:mulliken_charge:R:1
H -0.510 0.427 1.721 0.419
H 0.809 -0.270 2.035 0.366
H 1.830 1.409 -0.429 0.385
H 0.279 1.677 -0.638 0.448
H 2.305 -0.726 0.090 0.407
H 3.311 -0.362 1.249 0.295
H -2.231 -0.845 -0.532 0.429
H -3.657 -0.313 -0.123 0.333
H -0.690 -1.448 0.714 0.443
H -0.264 -1.632 -0.779 0.425
H 1.489 -1.156 -2.421 0.268
H 1.162 0.043 -1.472 0.482
H -1.505 2.463 0.620 0.282
H -1.979 1.068 0.030 0.433
O -0.170 -0.400 2.075 -0.760
O 1.147 1.540 -1.127 -0.788
O 2.423 -0.158 0.869 -0.701
O -2.872 -0.081 -0.650 -0.764
O -0.983 -1.865 -0.121 -0.811
O 1.272 -0.968 -1.491 -0.796
O -1.167 1.598 0.380 -0.796
```

## Properties
SMILES = O.O.O.O.O.O.O
HOMO = -10.862 eV
LUMO energy = 0.460 eV
HOMO-LUMO gap = 11.32 eV

=====

Tell me which of them is the most stable. Sure, it is arrangement z.

=====

Arrangement w

A 7-piece molecular cluster, H14O7 overall, computed with wB97M-V/def2-TZVPD.

Structure (XYZ):
```
21
Properties=species:S:1:pos:R:3:mulliken_charge:R:1
H -3.012 0.946 1.096 0.341
H -1.960 -0.320 1.200 0.464
H 1.964 1.524 1.740 0.262
H 2.008 0.634 0.422 0.418
H -0.136 3.086 -0.847 0.355
H 0.671 1.844 -0.201 0.469
H -2.246 0.103 -0.686 0.428
H -1.037 0.833 -1.387 0.405
H -0.122 -1.620 0.771 0.373
H 0.236 -0.302 1.683 0.409
H 1.834 -1.141 -0.786 0.369
H 3.008 -1.363 0.263 0.344
H -0.122 -2.602 -1.717 0.312
H -0.405 -1.206 -1.140 0.457
O -2.865 -0.072 0.831 -0.792
O 1.363 1.088 1.168 -0.828
O 0.233 2.124 -1.095 -0.750
O -1.647 0.056 -1.505 -0.830
O -0.499 -0.971 1.461 -0.737
O 2.523 -0.675 -0.282 -0.682
O 0.210 -1.967 -0.989 -0.788
```

## Properties
SMILES = O.O.O.O.O.O.O
HOMO = -10.476 eV
LUMO energy = 0.224 eV
HOMO-LUMO gap = 10.70 eV

=====

Arrangement x

A 7-piece molecular cluster, H14O7 overall, computed with wB97M-V/def2-TZVPD.

Structure (XYZ):
```
21
Properties=species:S:1:pos:R:3:mulliken_charge:R:1
H 0.470 0.060 -1.544 0.249
H -0.601 -0.897 -1.047 0.309
H 2.922 -3.661 -0.751 0.310
H 2.312 -2.281 -0.568 0.289
H 0.437 -3.403 1.043 0.325
H -0.531 -2.535 1.829 0.288
H 2.531 2.634 -1.610 0.329
H 1.926 1.262 -1.360 0.274
H -0.802 1.312 2.862 0.324
H -0.815 1.893 4.267 0.295
H -0.381 2.321 -3.829 0.325
H -1.506 2.421 -4.846 0.322
H -3.195 -0.575 2.415 0.305
H -3.349 0.873 2.851 0.310
O -0.486 -0.065 -1.520 -0.569
O 2.342 -3.157 -0.168 -0.599
O 0.410 -2.693 1.694 -0.619
O 2.031 2.131 -0.957 -0.592
O -0.280 1.357 3.671 -0.624
O -0.594 2.693 -4.692 -0.644
O -2.842 0.308 2.257 -0.608
```

## Properties
SMILES = O.O.O.O.O.O.O
HOMO = -10.942 eV
LUMO energy = 0.025 eV
HOMO-LUMO gap = 10.97 eV

=====

Tell me which of them is the most stable. Sure, it is arrangement w.